*a*
Here is a cluster of 2 separate species, C4H13N2P in total from OMol25. Energies are from the ωB97M-V functional and the def2-TZVPD basis.

Properties
* HOMO level (spin up / spin down): -8.37 / -7.62 eV
* frontier orbital gap (spin up / spin down): 7.946 / 7.901 eV

Last column: Mulliken charge in e.
CARTESIAN COORDINATES (ANGSTROEM)
C  -1.5978  -0.0515  -0.7775  -1.079
C  -1.5367  -0.9755  1.3410  -0.600
C  0.4223  1.8581  0.5329  -0.830
C  2.1360  -0.7627  -1.3756  -0.990
N  -0.9020  -0.9077  0.0222  -0.230
N  0.8676  0.5623  0.8325  -0.088
P  2.0968  -0.3091  0.4102  -0.005
H  -2.0725  0.9012  -0.3516  0.342
H  -1.0731  0.3352  -1.6128  0.379
H  -2.3217  -0.5960  -1.3652  0.408
H  -1.1217  -1.8236  1.9297  0.234
H  -1.1047  0.0441  1.8454  0.195
H  -2.6628  -0.9324  1.4282  0.326
H  -0.3344  2.0755  -0.1811  0.299
H  -0.0927  2.2456  1.4946  0.274
H  1.2766  2.5895  0.3169  0.325
H  1.9273  0.0075  -2.2032  0.270
H  1.3308  -1.4842  -1.5605  0.315
H  2.9878  -1.2038  -1.7057  0.438
H  1.7750  -1.5725  0.9794  0.015


*b*
Here is an isolated molecule of C4H13N2P from OMol25. Energies are from the ωB97M-V functional and the def2-TZVPD basis.

Properties
* HOMO level: -7.88 eV
* frontier orbital gap: 8.940 eV
* SMILES: CNP(C)N(C)C

Last column: Mulliken charge in e.
CARTESIAN COORDINATES (ANGSTROEM)
C  -2.7914  0.3704  0.1300  -1.101
N  -1.4007  0.0406  0.4317  -0.236
P  -0.4080  -0.1702  -0.9488  -0.020
C  -0.2093  -1.9435  -0.6436  -1.036
N  0.9740  0.4646  0.0708  0.109
C  2.0181  -0.3605  0.6639  -0.861
C  1.5092  1.8075  -0.4025  -1.047
H  -3.1968  -0.1085  -0.6699  0.400
H  -3.4043  0.0723  0.9167  0.403
H  -3.1729  1.3874  -0.0688  0.327
H  -0.9298  0.5332  1.1312  0.297
H  0.1343  -2.0427  0.4179  0.376
H  0.3865  -2.4869  -1.3235  0.360
H  -1.3079  -2.2086  -0.8078  0.289
H  3.1044  -0.1627  0.2106  0.254
H  1.9281  -0.1098  1.7992  0.228
H  1.8551  -1.4903  0.5279  0.278
H  0.6550  2.4532  -0.6145  0.360
H  2.0107  2.2731  0.4842  0.354
H  2.2456  1.6813  -1.3048  0.266


Relative energies, hartree: *a* 0.1246; *b* 0.0000.


*a*
Here is a cluster of 2 separate species, C3H11N in total from OMol25. Energies are from the ωB97M-V functional and the def2-TZVPD basis.

Properties
* HOMO level (spin up / spin down): 1.47 / -6.03 eV
* frontier orbital gap (spin up / spin down): 2.452 / 9.886 eV
* net charge: -1
* 2S+1: 2

Last column: Löwdin spin population.
CARTESIAN COORDINATES (ANGSTROEM)
N  -4.7397  0.6013  -1.1157  0.262
H  -5.2666  1.1059  -0.4119  0.047
H  -3.7492  0.7161  -0.9136  0.102
H  -4.8844  0.9761  -2.0428  0.046
C  0.4951  0.2343  0.4145  0.234
C  2.0241  0.1132  0.2935  0.053
C  2.6042  -1.2762  0.5492  0.050
H  -0.0156  -0.6595  0.7739  0.043
H  0.1364  0.4839  -0.5658  0.061
H  0.1245  1.0254  1.0692  0.054
H  2.5358  0.8734  0.8814  0.008
H  2.3498  0.5178  -0.6743  0.010
H  3.6788  -1.2303  0.2917  0.007
H  2.5426  -1.5122  1.6095  0.010
H  2.1640  -1.9693  -0.1587  0.013


*b*
Here is a cluster of 2 separate species, C3H11N in total from OMol25. Energies are from the ωB97M-V functional and the def2-TZVPD basis.

Properties
* HOMO level (spin up / spin down): 1.48 / -5.97 eV
* frontier orbital gap (spin up / spin down): 2.636 / 10.106 eV
* net charge: -1
* 2S+1: 2

Last column: Löwdin spin population.
CARTESIAN COORDINATES (ANGSTROEM)
N  2.3357  -0.7842  -3.8653  0.258
H  2.0692  -1.2832  -4.7917  0.049
H  1.7945  -1.1353  -3.2088  0.094
H  2.1809  0.2291  -3.8725  0.081
C  -1.6978  0.2457  0.6150  0.126
C  -0.3984  0.7066  1.3048  0.108
C  -0.0129  -0.0903  2.3975  0.084
H  -1.6166  0.2904  -0.4860  0.061
H  -2.6280  0.8449  0.8179  0.013
H  -1.8436  -0.7706  0.9274  0.010
H  -0.6456  1.8152  1.5178  0.014
H  0.3933  1.0130  0.5900  0.059
H  0.8886  0.2073  2.9106  0.016
H  -0.9176  -0.0485  3.0922  0.007
H  0.0982  -1.2402  2.0510  0.021


Relative energies, hartree: *a* 0.0000; *b* 0.0335.


*a*
Here is a cluster of 2 separate species, CH6N3O in total from OMol25. Energies are from the ωB97M-V functional and the def2-TZVPD basis.

Properties
* HOMO level (spin up / spin down): -14.71 / -14.71 eV
* frontier orbital gap (spin up / spin down): 8.963 / 8.965 eV
* net charge: +1

Last column: Mulliken charge in e.
CARTESIAN COORDINATES (ANGSTROEM)
C  0.4226  -0.2835  1.3077  -0.617
N  0.4642  -0.8847  -0.9445  0.049
N  -0.7860  1.4645  -0.8269  0.077
N  0.8482  -0.2188  -0.0006  -0.070
O  -1.1711  0.7904  -1.7361  -0.228
H  1.2877  -0.3987  2.0291  0.307
H  -0.2639  -1.0789  1.7867  0.355
H  -0.0671  0.5653  1.5639  0.327
H  -0.2871  -1.4743  -0.8141  0.275
H  0.9181  -0.7248  -1.7943  0.287
H  -1.3656  2.2434  -0.5709  0.239


*b*
Here is a cluster of 2 separate species, CH6N3O in total from OMol25. Energies are from the ωB97M-V functional and the def2-TZVPD basis.

Properties
* HOMO level: -15.03 eV
* frontier orbital gap: 9.230 eV
* net charge: +1

Last column: Mulliken charge in e.
CARTESIAN COORDINATES (ANGSTROEM)
C  -0.8762  0.7357  -0.4635  0.067
N  -0.5289  -0.0611  0.5032  -0.537
N  -0.3238  0.6788  -1.6514  -0.320
N  1.0991  -0.9630  1.1629  0.143
O  1.8479  -1.3113  0.3047  -0.273
H  -1.5550  1.4759  -0.3267  0.377
H  0.3273  -0.0732  -1.7833  0.242
H  -0.9651  0.2848  1.3286  0.270
H  -0.8724  1.0180  -2.4520  0.275
H  1.3000  -0.0220  1.7897  0.395
H  0.5472  -1.7626  1.5879  0.360


*c*
Here is the ion CH6N3O with charge +1 from OMol25. Energies are from the ωB97M-V functional and the def2-TZVPD basis.

Properties
* HOMO level (spin up / spin down): -15.06 / -15.06 eV
* frontier orbital gap (spin up / spin down): 8.950 / 8.942 eV
* SMILES: CN(N)[NH+]=O
* net charge: +1

Last column: Mulliken charge in e.
CARTESIAN COORDINATES (ANGSTROEM)
C  -0.7844  0.5202  -0.2081  -0.597
N  0.5379  -0.0190  -0.0900  0.629
N  0.7725  -1.3092  -0.0604  -0.499
N  1.5550  0.7478  -0.0444  0.118
O  2.8672  0.1008  -0.0166  -0.528
H  -0.7409  1.5941  -0.3900  0.309
H  -1.3615  0.3459  0.7042  0.338
H  -1.3091  0.0457  -1.0425  0.312
H  0.0379  -1.9727  0.1561  0.267
H  1.7784  -1.5079  0.0652  0.350
H  1.5840  1.7617  -0.1290  0.300


Relative energies, hartree: *a* 0.0625; *b* 0.0000; *c* 0.0426.